Entry 1:
A cluster of 7 separate species, C24H60NO21PS6 in total at a distorted geometry, computed with ωB97M-V/def2-TZVPD.

Values from the calculation:
structure (SMILES) = CP(C)[C@H](CC=O)OC(N)=O.CCOS(C)(=O)=O.CCOS(C)(=O)=O.CCOS(C)(=O)=O.CCOS(C)(=O)=O.CCOS(C)(=O)=O.CCOS(C)(=O)=O
HOMO level = -7.9739 eV
net charge = 0
HOMO-LUMO gap = 8.26 eV
molar mass = 922.11 g mol⁻¹

Last column: Löwdin charge in e.
Element x y z (Å)
S (0.4723, 2.6689, 1.8684)  0.611
S (-3.0930, -6.1444, -5.8711)  0.607
S (2.5658, -4.6671, -1.6255)  0.596
S (-2.8003, 6.7714, 1.8313)  0.602
S (-3.2443, -0.4370, -2.2299)  0.597
S (-3.3294, -5.7932, -0.7970)  0.615
P (7.0594, 5.5492, 4.3763)  0.933
O (4.5442, 4.3174, 4.4700)  -0.069
O (7.4137, 2.2371, 2.6351)  -0.033
O (-2.9698, -4.8217, -5.3129)  -0.293
O (-0.6762, 1.5535, 2.0538)  -0.265
O (-2.3535, 6.2439, 3.0936)  -0.283
O (1.3235, 2.6665, 3.0307)  -0.281
O (1.5835, -4.0888, -0.7476)  -0.283
O (-4.2682, 0.0403, -1.3391)  -0.279
O (-2.7302, -6.9523, -1.7515)  -0.309
O (-2.1416, 0.3956, -2.6349)  -0.287
O (3.4093, 4.8904, 6.4636)  0.092
O (-2.6697, -1.8374, -1.6593)  -0.272
O (-0.1306, 3.8793, 1.3747)  -0.284
O (-4.3081, -6.5870, -6.5018)  -0.275
O (3.1528, -3.5085, -2.5856)  -0.263
O (-2.2740, -4.8775, -0.4588)  -0.266
O (-2.9758, 8.3723, 1.9699)  -0.266
O (-4.1571, -6.4005, 0.2106)  -0.271
O (-3.9468, 6.2326, 1.1484)  -0.279
O (2.2759, -5.8319, -2.4204)  -0.286
O (-1.8557, -6.4014, -6.8770)  -0.262
N (2.5277, 5.7130, 4.4772)  0.120
C (6.4289, 2.7936, 4.8050)  -0.119
C (-2.5399, 2.7026, 3.1253)  -0.064
C (-1.4984, 1.6035, 3.2219)  -0.261
C (-4.1607, 8.8751, 2.5878)  -0.270
C (-4.1182, 8.7193, 4.0965)  -0.077
C (-4.3801, -5.0336, -2.0006)  -0.110
C (-1.7129, -1.8023, -0.6001)  -0.274
C (-2.3664, -1.4906, 0.7323)  -0.064
C (3.5547, 4.9471, 5.2417)  -0.473
C (1.2096, -2.2386, -3.3301)  -0.070
C (1.3296, 1.8883, 0.5326)  -0.112
C (7.6145, 2.7868, 3.7453)  -0.298
C (4.0435, -4.9591, -0.6979)  -0.120
C (-1.9227, -5.8506, -8.1933)  -0.266
C (6.1564, 6.8204, 3.3157)  -0.306
C (-1.6003, -7.6991, -1.2939)  -0.259
C (-1.4277, 6.7902, 0.7150)  -0.117
C (2.3837, -3.1142, -3.7231)  -0.264
C (-1.6505, -4.3579, -8.1933)  -0.076
C (8.1198, 6.3413, 5.7204)  -0.308
C (-2.6273, -7.3184, -4.6340)  -0.116
C (5.8382, 4.2825, 5.1078)  -0.430
C (-1.9913, -8.7254, -0.2471)  -0.069
C (-4.0245, -1.0909, -3.6772)  -0.116
H (-1.2568, -2.7924, -0.5509)  0.093
H (-3.7627, -4.6048, -2.7894)  0.056
H (5.6629, 7.6336, 3.9416)  0.044
H (-3.2602, -1.4922, -4.3406)  0.072
H (5.8325, 4.3763, 6.2376)  0.118
H (8.3703, 7.4280, 5.4830)  0.047
H (-0.7179, -4.1359, -7.6694)  0.083
H (-1.6463, -1.5852, 1.5478)  0.084
H (3.0549, 6.2709, 3.7876)  0.067
H (4.8055, -5.3599, -1.3640)  0.075
H (3.8090, -5.6812, 0.0838)  0.077
H (-2.0041, 0.6375, 3.2937)  0.116
H (-1.1032, 5.7598, 0.5638)  0.043
H (-1.1427, -9.3658, 0.0014)  0.082
H (0.7040, -1.8479, -4.2154)  0.085
H (1.7563, 0.9513, 0.8863)  0.077
H (2.0529, -3.9907, -4.2877)  0.116
H (-3.1012, 2.6213, 2.1914)  0.091
H (7.6006, 6.3457, 6.7436)  0.044
H (-0.9127, -1.0907, -0.8248)  0.111
H (0.4788, -2.8027, -2.7466)  0.064
H (2.1207, 2.5623, 0.2046)  0.078
H (2.0467, 4.9612, 3.9355)  0.076
H (-3.3267, -7.2248, -3.8066)  0.054
H (-4.7279, -1.8666, -3.3778)  0.068
H (-3.2352, 2.6504, 3.9653)  0.087
H (9.0822, 5.7300, 5.8378)  0.039
H (-5.0487, 8.3968, 2.1647)  0.116
H (-1.5855, -3.9772, -9.2145)  0.081
H (6.7385, 2.2875, 5.7883)  0.123
H (-4.9485, -4.2504, -1.4992)  0.082
H (-1.6181, -7.0898, -4.2942)  0.078
H (-2.6790, -8.3197, -5.0587)  0.084
H (-5.0586, -5.7865, -2.4009)  0.080
H (0.6273, 1.7152, -0.2824)  0.074
H (-3.1961, 9.1418, 4.5022)  0.085
H (-2.8866, -6.0778, -8.6575)  0.117
H (-2.7606, -0.4719, 0.7474)  0.065
H (1.5413, -1.4024, -2.7103)  0.086
H (-4.9728, 9.2161, 4.5604)  0.080
H (-3.2061, -2.1643, 0.9179)  0.086
H (3.0526, -2.5466, -4.3743)  0.123
H (5.3069, 6.2561, 2.7854)  0.040
H (-1.7470, 7.2260, -0.2302)  0.075
H (-1.1546, -6.3546, -8.7846)  0.123
H (8.6433, 3.2282, 3.9229)  0.098
H (-4.5571, -0.2754, -4.1660)  0.077
H (-1.1899, -8.2157, -2.1653)  0.117
H (-2.0732, 3.6894, 3.1362)  0.050
H (6.8229, 7.2442, 2.4934)  0.047
H (-0.6205, 7.3709, 1.1596)  0.078
H (-0.8875, 1.7148, 4.1223)  0.118
H (5.5837, 2.1796, 4.3323)  0.130
H (-0.8209, -7.0287, -0.9206)  0.120
H (-2.4461, -3.8135, -7.6809)  0.068
H (-2.8152, -9.3472, -0.6050)  0.087
H (-4.2187, 9.9375, 2.3391)  0.121
H (4.3695, -4.0209, -0.2511)  0.076
H (-2.3280, -8.2409, 0.6714)  0.073
H (-4.1442, 7.6663, 4.3836)  0.070



Entry 2:
A cluster of 3 separate species, C3H10O4 in total at a distorted geometry, computed with ωB97M-V/def2-TZVPD.

Values from the calculation:
structure (SMILES) = CCC(=O)O.O.O
HOMO level = -10.3951 eV
net charge = 0
energy relative to the best compared isomer or geometry (same formula, charge and spin) = 6.83 kcal per mole
HOMO-LUMO gap = 11.14 eV
molar mass = 110.11 g mol⁻¹

Last column: natural (NBO) charge in e.
Element x y z (Å)
O (2.1595, -0.3694, 0.6327)  -0.647
O (-6.6756, -0.4492, -0.3077)  -0.932
O (2.9428, 2.2714, 1.2532)  -0.962
O (0.6723, 1.2172, 0.1598)  -0.686
C (0.6575, -0.7528, -1.1775)  -0.502
C (0.1943, -2.2047, -1.0116)  -0.606
C (1.1468, -0.0260, 0.0580)  0.803
H (-0.0483, -0.1812, -1.7748)  0.224
H (-7.0900, -0.2991, 0.5522)  0.466
H (1.2311, 1.7399, 0.7730)  0.519
H (-0.1805, -2.4312, -2.0106)  0.210
H (-0.5704, -2.4709, -0.2920)  0.219
H (3.3512, 2.3310, 2.1244)  0.478
H (1.0674, -2.8464, -0.9583)  0.216
H (-7.1512, 0.1757, -0.8700)  0.466
H (3.1874, 1.3630, 1.0016)  0.497
H (1.5484, -0.7671, -1.8068)  0.235



Entry 3:
A cluster of 2 separate species, C4H13NO3 in total at a distorted geometry, computed with ωB97M-V/def2-TZVPD.

Values from the calculation:
structure (SMILES) = N[C@@H](CO)CCO.O
HOMO level = -8.8535 eV
net charge = 0
energy relative to the best compared isomer or geometry (same formula, charge and spin) = 48.67 kcal per mole
HOMO-LUMO gap = 9.66 eV
molar mass = 123.15 g mol⁻¹

Last column: natural (NBO) charge in e.
Element x y z (Å)
O (0.3505, 1.4276, 2.4515)  -0.940
O (2.0521, -0.3945, 1.0567)  -0.739
O (-2.9357, -0.2297, -1.0212)  -0.734
N (-0.6178, -0.6647, 0.8864)  -0.885
C (-0.5677, -0.4969, -0.5628)  -0.066
C (-1.6590, 0.4314, -1.0919)  -0.083
C (2.1015, -0.3716, -0.3335)  -0.056
C (0.7897, -0.0210, -1.0477)  -0.453
H (-3.2322, -0.3826, -1.9223)  0.470
H (0.0132, 1.1474, 3.3173)  0.467
H (-0.5593, 0.2266, 1.4097)  0.393
H (0.9319, -0.2703, -2.1203)  0.215
H (0.7728, 1.0976, -1.1809)  0.201
H (-1.7648, 1.2750, -0.3937)  0.179
H (2.7683, 0.4855, -0.4493)  0.181
H (1.5275, -1.1808, 1.3216)  0.491
H (1.2521, 1.0787, 2.4943)  0.495
H (-1.5382, -1.0612, 1.0560)  0.359
H (-1.3788, 0.7142, -2.0892)  0.167
H (-0.9154, -1.5548, -0.9417)  0.186
H (2.6093, -1.2560, -0.8392)  0.154